{
  "formula": "C46H62BClF14IN3O31S",
  "method": "ωB97M-V/def2-TZVPD",
  "species": ["I", "Cl", "S", "F", "F", "F", "F", "F", "F", "F", "F", "F", "F", "F", "F", "F", "F", "O", "O", "O", "O", "O", "O", "O", "O", "O", "O", "O", "O", "O", "O", "O", "O", "O", "O", "O", "O", "O", "O", "O", "O", "O", "O", "O", "O", "O", "O", "O", "N", "N", "N", "C", "C", "C", "C", "C", "C", "C", "C", "C", "C", "C", "C", "C", "C", "C", "C", "C", "C", "C", "C", "C", "C", "C", "C", "C", "C", "C", "C", "C", "C", "C", "C", "C", "C", "C", "C", "C", "C", "C", "C", "C", "C", "C", "C", "C", "C", "B", "H", "H", "H", "H", "H", "H", "H", "H", "H", "H", "H", "H", "H", "H", "H", "H", "H", "H", "H", "H", "H", "H", "H", "H", "H", "H", "H", "H", "H", "H", "H", "H", "H", "H", "H", "H", "H", "H", "H", "H", "H", "H", "H", "H", "H", "H", "H", "H", "H", "H", "H", "H", "H", "H", "H", "H", "H", "H", "H", "H", "H", "H"],
  "xyz": [[2.684, 3.802, -3.084], [0.539, 2.771, -5.357], [5.286, -1.675, -4.198], [7.852, -1.384, -4.749], [-4.660, -8.025, 2.049], [7.400, -2.496, -2.966], [-6.265, -2.976, 5.994], [6.646, 0.911, -2.959], [-3.404, -6.807, -0.033], [-0.633, -2.349, 6.158], [1.002, -1.303, -5.325], [7.471, -0.514, -1.481], [-5.041, 6.309, 0.493], [8.696, 0.227, -3.090], [-7.116, 7.213, 5.979], [-0.877, 0.265, 5.236], [-8.661, 2.248, -1.283], [-5.594, 1.305, -2.539], [-4.721, 5.672, 4.038], [5.424, -2.413, -5.426], [10.503, 4.272, -6.087], [0.462, -4.633, 0.258], [-2.818, -1.551, 8.397], [-5.295, -7.086, 4.004], [-5.753, 5.406, -1.456], [4.699, -2.505, -3.173], [-3.617, 1.805, 6.627], [-4.444, -2.001, 6.913], [-3.931, -3.506, 8.478], [0.031, -2.495, 2.776], [3.959, 0.745, -3.701], [-3.299, -6.562, 4.851], [0.658, 2.586, -1.029], [-1.475, -3.223, 4.254], [3.153, 0.737, 1.969], [-1.377, -5.929, 0.458], [-4.779, 2.319, 4.767], [-4.166, 6.173, -2.828], [-5.014, -0.279, -1.052], [8.736, 2.888, -6.294], [-4.033, 7.403, 2.785], [-6.896, 0.933, -0.762], [-1.458, -4.051, -0.756], [-5.946, 5.108, -3.688], [-5.142, -6.304, 6.111], [-1.822, -3.525, 2.049], [-5.760, 7.644, 4.222], [-2.722, 1.414, 4.616], [1.664, -0.930, -1.241], [4.061, -0.651, 0.373], [1.394, 1.523, -4.559], [3.267, -0.644, -5.698], [-3.835, 6.643, -1.514], [-5.346, 5.522, -2.753], [7.064, -1.391, -3.658], [2.866, 0.683, -2.774], [-0.677, -4.844, 0.010], [-6.606, 6.688, 4.838], [4.804, -1.906, 0.600], [5.292, 2.141, -5.382], [2.313, -1.800, -5.397], [-3.055, -7.155, 3.565], [7.511, 3.365, -5.677], [-4.626, 5.704, -0.638], [-4.403, -7.009, 2.899], [1.838, 1.777, -3.160], [-4.627, -6.625, 5.088], [-5.030, -3.223, 6.493], [2.096, -0.645, -2.614], [6.312, 2.766, -6.392], [-6.768, 2.113, -2.713], [9.794, 3.412, -5.610], [-1.968, 1.324, -1.519], [3.460, 1.060, -1.409], [7.434, -0.146, -2.771], [-2.710, -4.716, -0.940], [4.314, -0.177, -4.665], [-3.808, 1.891, 5.292], [3.809, -3.042, 0.915], [-2.749, -5.647, 0.248], [5.516, 0.705, 2.006], [-1.148, -3.116, 2.939], [-5.758, 0.566, -1.415], [-0.292, -2.946, 4.994], [-3.654, -2.288, 7.985], [-1.658, 1.339, 5.544], [4.481, 0.033, -0.878], [-2.379, 1.108, 6.844], [0.344, -1.582, -1.178], [-7.307, 2.180, -1.306], [-5.080, -4.018, 7.770], [-4.760, 6.951, 3.600], [-5.657, 5.548, 5.114], [0.459, -2.020, 4.063], [4.162, 0.262, 1.472], [-0.872, 1.264, -2.596], [5.345, 0.627, -5.579], [0.525, 1.886, -2.203], [-5.982, -3.806, 8.346], [-5.135, 5.673, 6.064], [-3.531, -4.003, -0.949], [7.545, 3.090, -4.619], [4.314, 2.504, -5.673], [5.807, 3.569, -6.913], [-2.891, 1.643, -1.998], [2.969, -2.644, 1.470], [3.495, -3.541, 0.005], [-7.426, 6.441, 4.161], [4.000, 1.994, -1.492], [-6.140, 4.575, 5.100], [1.538, -2.096, 4.173], [-4.166, 7.676, -1.403], [-0.054, 3.224, -0.946], [0.870, 0.659, -4.624], [-2.207, 0.360, -1.090], [-1.854, 1.504, 7.708], [5.398, 1.198, 2.957], [5.602, 2.455, -4.399], [2.665, 0.207, -5.998], [7.528, 4.453, -5.729], [5.388, 0.581, -0.618], [2.760, -1.453, -2.921], [0.224, -3.882, 5.215], [3.764, -0.943, -6.607], [4.322, -3.757, 1.554], [5.430, -2.185, -0.241], [6.246, -0.095, 2.036], [-3.168, -5.206, 1.150], [2.706, 1.206, -0.646], [5.429, -1.822, 1.487], [-2.259, -6.635, 3.039], [0.163, -0.981, 4.176], [0.149, -2.248, -2.020], [9.997, 3.022, -4.602], [-1.065, 2.254, 5.490], [-6.899, 2.991, -0.702], [-0.703, 0.239, -2.923], [2.544, -2.414, -4.536], [-4.996, -5.094, 7.586], [4.781, -0.707, -1.609], [6.379, 0.338, -5.394], [-4.553, -6.060, 2.381], [-4.410, -3.664, 5.710], [-6.515, 3.085, -3.131], [-0.443, -0.861, -1.000], [-2.570, 0.050, 7.002], [5.914, 1.419, 1.285], [1.221, -0.741, -3.244], [-2.765, 6.591, -1.338], [0.375, -2.216, -0.300], [5.156, 0.463, -6.631], [-4.107, 4.778, -0.383], [-2.778, -8.201, 3.694], [-7.461, 1.605, -3.386], [2.280, -2.479, -6.243], [6.675, 2.003, -7.072], [2.283, -1.635, -0.877], [-1.778, 2.039, -0.723], [-2.698, -5.262, -1.885], [-1.255, 1.776, -3.479]],
  "lowdin_charge": [1.037, 0.598, 0.816, 0.119, 0.087, 0.127, 0.083, 0.178, 0.070, 0.083, -0.072, 0.164, 0.087, 0.157, 0.074, 0.050, 0.079, 0.064, 0.072, -0.248, 0.094, 0.171, 0.156, 0.153, 0.121, -0.284, 0.084, 0.129, 0.090, 0.091, -0.073, 0.083, 0.076, 0.134, 0.099, 0.123, 0.175, 0.083, 0.172, -0.056, 0.168, 0.135, 0.053, 0.170, 0.154, 0.177, 0.132, 0.139, -0.031, -0.086, -0.485, -0.100, -0.038, -0.548, -0.436, -0.399, -0.574, -0.312, -0.208, -0.179, -0.156, -0.029, -0.171, -0.306, -0.315, -0.625, -0.530, -0.313, -0.130, -0.125, -0.038, -0.334, -0.084, -0.114, -0.518, -0.031, -0.430, -0.544, -0.059, -0.330, 0.010, -0.519, -0.556, -0.295, -0.552, -0.287, -0.138, -0.039, -0.070, -0.305, -0.041, -0.557, -0.057, -0.030, -0.445, -0.141, -0.121, -0.604, 0.150, 0.147, 0.147, 0.112, 0.095, 0.114, 0.058, 0.066, 0.069, 0.174, 0.060, 0.130, 0.144, 0.149, 0.101, 0.039, 0.062, 0.147, 0.083, 0.078, 0.126, 0.130, 0.096, 0.092, 0.175, 0.110, 0.070, 0.109, 0.069, 0.127, 0.110, 0.096, 0.132, 0.120, 0.092, 0.145, 0.176, 0.164, 0.091, 0.101, 0.108, 0.085, 0.102, 0.161, 0.165, 0.107, 0.062, 0.105, 0.083, 0.092, 0.142, 0.063, 0.121, 0.176, 0.151, 0.148, 0.127, 0.115, 0.078, 0.066, 0.147, 0.081],
  "spin_multiplicity": 1,
  "smiles": "CCB(O)[C@](I)(NCl)[C@@](CCN(CC)C(C)=O)(CNC)O[C@@](CCF)(CCCCOC=O)S(=O)(=O)C(F)(F)C(F)(F)F.O=C1OC[C@@H](F)O1.O=C1OC[C@@H](F)O1.O=C1OC[C@@H](F)O1.O=C1OC[C@@H](F)O1.O=C1OC[C@@H](F)O1.O=C1OC[C@@H](F)O1.O=C1OC[C@@H](F)O1.O=C1OC[C@@H](F)O1",
  "fmax_ev_per_a": 3.05,
  "total_energy_ev": -186827.36025,
  "lumo_ha": 0.0000,
  "gap_ev": 8.72
}